The molecule C5H10N3, computed with ωB97M-V/def2-TZVPD.

CARTESIAN COORDINATES (ANGSTROEM)
1 H -3.019 -0.142 -0.824
2 H -1.676 1.658 -0.487
3 H 1.041 1.063 -1.458
4 H 0.894 -0.550 -1.820
5 C 0.878 0.114 -0.951
6 H 1.326 0.907 1.551
7 H 2.948 1.137 1.478
8 H -0.499 -2.277 -0.125
9 H 1.726 -1.049 0.531
10 N 2.122 0.957 0.930
11 C -2.620 -0.037 0.191
12 C -0.404 -0.055 -0.226
13 C 2.073 -0.165 -0.012
14 C -0.936 -1.310 0.100
15 H 3.038 -0.308 -0.473
16 H -3.381 0.458 0.789
17 N -2.091 -1.245 0.754
18 N -1.421 0.845 0.052

## Properties
<S²> = 0.770
E_LUMO (spin up / spin down) = 0.943 / 0.065 eV
Charge = 0
E_HOMO (spin up / spin down) = -6.98 / -9.06 eV
Spin multiplicity = 2

=====

A cluster of 2 separate species, C5H10N3 in total, computed with ωB97M-V/def2-TZVPD.

CARTESIAN COORDINATES (ANGSTROEM)
1 H -1.899 0.574 -1.399
2 H -0.871 -1.555 0.809
3 C -1.066 -1.240 -0.310
4 C 4.022 0.061 -0.097
5 C -1.005 1.301 0.131
6 H 1.656 -1.684 0.972
7 C 3.070 -0.783 0.284
8 H -2.737 0.213 -0.228
9 N 1.936 -0.776 0.789
10 C -1.747 0.129 -0.442
11 H 0.615 2.260 0.758
12 N 5.157 0.234 -0.476
13 H 0.864 0.492 0.917
14 H 5.739 1.019 -0.644
15 H -0.059 -1.144 -0.695
16 H -1.776 -1.884 -0.688
17 N 0.143 1.356 0.738
18 H -1.503 2.325 -0.109

## Properties
E_LUMO = -4.120 eV
Charge = +1
E_HOMO = -12.21 eV

=====

The ion C5H10N3 with charge +1, computed with ωB97M-V/def2-TZVPD.

CARTESIAN COORDINATES (ANGSTROEM)
1 C -1.539 -0.058 -0.137
2 H -0.685 -0.709 -0.088
3 N 1.581 0.742 -0.140
4 H 2.334 -2.301 -0.032
5 H -3.712 0.126 -0.663
6 H -0.478 2.858 1.037
7 H -2.197 1.787 0.247
8 N -1.332 1.205 0.097
9 H 2.662 -1.371 1.312
10 H -3.339 -0.893 0.691
11 C 2.821 -1.396 0.160
12 H -2.961 -1.455 -0.992
13 N 1.048 1.674 0.400
14 H 2.773 0.117 -1.486
15 C -2.900 -0.634 -0.295
16 C -0.191 1.994 0.429
17 H 3.860 -1.503 0.034
18 C 2.256 -0.186 -0.575

## Properties
E_LUMO (spin up / spin down) = -4.708 / -4.708 eV
Charge = +1
SMILES = C\C=N/N=C\[NH+]=C\C
E_HOMO (spin up / spin down) = -12.59 / -12.59 eV

=====

The ion C5H10N3 with charge +1, computed with ωB97M-V/def2-TZVPD.

CARTESIAN COORDINATES (ANGSTROEM)
1 H -3.351 -0.714 -0.603
2 C 2.171 1.273 -1.057
3 H 2.554 0.289 -1.411
4 N -0.710 0.039 -0.363
5 H 1.584 1.770 -1.676
6 N -1.381 -0.908 0.211
7 H -1.324 -1.922 2.073
8 H 2.289 0.729 1.041
9 C -2.568 -1.421 -0.410
10 H 1.474 2.213 0.760
11 N 0.316 -0.612 1.505
12 H -1.073 0.750 -1.072
13 H -2.211 -2.024 -1.249
14 H -3.015 -2.149 0.367
15 C -0.880 -1.276 1.384
16 H 3.060 1.982 -1.124
17 C 0.461 0.210 0.482
18 C 1.613 1.180 0.416

## Properties
E_LUMO = -4.088 eV
Charge = +1
SMILES = CCc1nc[n+](C)[nH]1
E_HOMO = -15.12 eV

=====

The ion C5H10N3 with charge +1, computed with ωB97M-V/def2-TZVPD.

CARTESIAN COORDINATES (ANGSTROEM)
1 N -1.348 1.943 -0.818
2 H -0.772 2.398 -1.489
3 N 1.554 -1.335 1.462
4 C 0.094 -0.539 -0.024
5 H -2.133 2.550 -0.550
6 H -2.287 0.958 -2.572
7 H 1.960 0.564 2.523
8 H 2.326 -1.821 1.872
9 H 0.508 1.510 0.468
10 N 0.670 0.577 0.661
11 H -0.062 -0.286 -2.223
12 C 1.432 0.077 1.660
13 C -0.754 -0.360 -1.357
14 H -1.513 -1.219 -1.413
15 C 0.782 -1.692 0.393
16 C -1.942 0.741 -1.490
17 H -2.685 0.328 -0.708
18 H 0.850 -2.635 -0.139

## Properties
E_LUMO = -3.528 eV
Charge = +1
SMILES = NCCc1c[nH]c[nH+]1
E_HOMO = -13.44 eV

=====

A structure of composition C5H10N3, computed with ωB97M-V/def2-TZVPD.

CARTESIAN COORDINATES (ANGSTROEM)
1 C 0.286 -1.517 0.615
2 H 0.115 -0.672 -1.498
3 N -0.048 -0.363 -0.203
4 C -0.207 1.846 0.079
5 H 0.130 2.859 0.193
6 N 0.679 0.795 0.065
7 H -3.533 -0.182 -0.167
8 N -1.430 1.496 -0.001
9 C -1.495 0.143 -0.135
10 H -2.513 -1.702 -0.353
11 H 2.639 0.343 0.647
12 C 2.096 0.824 -0.171
13 H -0.389 -2.342 0.391
14 H 2.420 1.861 -0.240
15 H 1.313 -1.838 0.447
16 H 0.161 -1.239 1.665
17 C -2.558 -0.636 -0.218
18 H 2.333 0.323 -1.116

## Properties
<S²> = 2.012
E_LUMO (spin up / spin down) = -3.735 / -7.188 eV
Charge = +1
E_HOMO (spin up / spin down) = -10.20 / -15.56 eV
Spin multiplicity = 3

=====

A cluster of 2 separate species, C5H10N3O3S in total, computed with ωB97M-V/def2-TZVPD.

CARTESIAN COORDINATES (ANGSTROEM)
1 C 2.414 1.188 0.148
2 H -4.308 -0.627 0.092
3 N -0.227 0.435 -0.138
4 H -2.997 0.896 1.571
5 H 2.521 0.627 -1.665
6 C -2.223 0.522 0.929
7 S 2.157 -0.646 0.293
8 O 3.634 -0.996 0.595
9 C -0.873 0.945 0.988
10 H 3.010 2.223 -1.533
11 N 2.719 1.440 -1.060
12 H -3.314 -2.135 0.048
13 H 2.337 1.926 0.922
14 C -3.427 -1.134 -0.449
15 H 3.649 -1.696 1.339
16 H -3.475 -1.191 -1.503
17 O 1.507 -1.037 1.503
18 O 1.818 -1.056 -1.021
19 H -0.459 1.802 1.424
20 N -2.353 -0.248 -0.127
21 C -1.078 -0.311 -0.771
22 H -1.030 -0.928 -1.588

## Properties
E_LUMO = -5.308 eV
Charge = +1
E_HOMO = -11.81 eV

=====

The ion C5H10N3S with charge +1, computed with ωB97M-V/def2-TZVPD.

CARTESIAN COORDINATES (ANGSTROEM)
1 N -0.504 -0.911 0.132
2 H 0.280 3.194 1.027
3 C 0.549 0.149 0.020
4 H -0.160 -1.814 0.448
5 C -1.756 -0.340 0.087
6 H -0.380 3.327 -0.792
7 H 2.287 -2.181 0.747
8 H -2.393 1.645 0.231
9 N -0.188 1.275 -0.031
10 H 1.952 -2.015 -1.127
11 H -2.689 -2.143 -0.276
12 H -3.599 -0.995 0.609
13 N -2.785 -1.235 0.035
14 C 2.625 -1.667 -0.197
15 H 3.754 -1.799 -0.334
16 C -1.546 1.006 0.114
17 H 1.256 2.583 -0.242
18 C 0.277 2.659 -0.002
19 S 2.294 0.078 0.131

## Properties
E_LUMO = -3.185 eV
Charge = +1
E_HOMO = -12.12 eV

=====

A structure of composition C5H10N3S, computed with ωB97M-V/def2-TZVPD.

CARTESIAN COORDINATES (ANGSTROEM)
1 H -2.386 0.381 1.591
2 H -1.810 -2.211 1.404
3 H -0.779 0.900 -2.375
4 C -1.309 0.630 1.167
5 H -1.431 1.605 0.508
6 H -0.272 -1.514 2.270
7 C 0.390 -0.211 -0.156
8 C -0.888 -0.638 0.382
9 H -0.258 -2.574 0.938
10 N 0.829 0.447 -1.167
11 C 2.231 0.839 -1.228
12 C -0.766 -1.824 1.397
13 H -0.799 0.857 2.100
14 N 0.158 1.116 -2.164
15 N 2.943 0.553 -0.229
16 S 2.471 -0.301 1.015
17 H -1.686 -0.774 -0.451
18 H 2.787 1.280 -1.990
19 H 0.576 1.437 -3.011

## Properties
E_LUMO = -5.371 eV
Charge = +1
E_HOMO = -13.86 eV

=====

A structure of composition C5H10N3S, computed with ωB97M-V/def2-TZVPD.

CARTESIAN COORDINATES (ANGSTROEM)
1 H 1.220 -1.466 -1.066
2 N -0.723 1.482 -0.563
3 H 1.953 -0.009 -0.564
4 N -0.454 -1.626 0.893
5 H 2.133 -1.595 0.431
6 C -0.715 0.192 -0.837
7 H -1.396 -1.483 1.145
8 N 0.224 0.493 1.442
9 H -0.427 1.315 0.622
10 C -2.001 1.476 -2.467
11 C -1.485 2.177 -1.411
12 H -2.709 1.667 -3.246
13 H -0.298 0.274 2.287
14 H -0.068 -2.511 0.591
15 H 1.192 0.952 1.553
16 C 1.460 -0.917 -0.182
17 S -1.507 -0.185 -2.330
18 C 0.167 -0.577 0.400
19 H -1.624 3.229 -1.302

## Properties
E_LUMO = -3.432 eV
Charge = +1
E_HOMO = -13.64 eV

=====

In eV/A, the F_max values for the records above are, in order, 2.18, 4.19, 3.85, 5.69, 6.04, 7.67, 4.30, 5.82, 4.20, 3.60.